(A)
{
  "formula": "C5H10N2S",
  "method": "wB97M-V/def2-TZVPD",
  "gap_ev": 9.7037,
  "e_homo_ev": -8.90,
  "smiles": "[H]/N=C/NCC(=C)SC",
  "species": ["H", "N", "C", "N", "C", "C", "C", "S", "C", "H", "H", "H", "H", "H", "H", "H", "H", "H"],
  "coordinates": [[-3.96, -0.33, 0.91], [-3.23, 0.32, 0.97], [-2.14, -0.33, 1.06], [-0.95, 0.36, 1.20], [0.24, -0.38, 0.88], [0.54, -0.51, -0.62], [0.53, -1.70, -1.23], [0.63, 0.95, -1.62], [2.04, 1.72, -0.89], [-2.11, -1.42, 1.12], [-0.97, 1.19, 0.61], [0.26, -1.35, 1.37], [1.04, 0.19, 1.35], [0.73, -1.80, -2.30], [0.37, -2.59, -0.64], [2.90, 1.05, -0.90], [2.28, 2.63, -1.44], [1.80, 1.98, 0.16]]
}

(B)
{
  "formula": "C5H10N2S",
  "method": "wB97M-V/def2-TZVPD",
  "gap_ev": 9.1767,
  "e_homo_ev": -8.66,
  "species": ["C", "C", "C", "C", "C", "H", "H", "H", "H", "H", "H", "H", "H", "H", "H", "N", "N", "S"],
  "coordinates": [[2.49, 0.64, -0.53], [1.44, -0.02, 0.34], [0.82, -1.40, -0.32], [-0.87, 1.14, 0.22], [0.34, 0.76, 1.01], [3.77, -0.13, -0.15], [2.16, 0.54, -1.85], [2.51, 1.80, -0.10], [1.97, -0.60, 1.18], [1.18, -2.53, 0.07], [0.81, -1.55, -1.45], [-1.73, -0.01, -1.34], [-2.12, 2.37, -0.76], [0.84, 1.77, 1.24], [-0.02, 0.23, 1.77], [-1.41, 0.05, -0.29], [-1.20, 2.28, -0.34], [-1.02, -1.56, 0.09]]
}

(C)
{
  "formula": "C5H10N2S",
  "method": "wB97M-V/def2-TZVPD",
  "gap_ev": 8.5142,
  "e_homo_ev": -8.31,
  "smiles": "CC1(C)CN=[N+]([S-])C1",
  "species": ["C", "C", "C", "C", "N", "N", "S", "C", "H", "H", "H", "H", "H", "H", "H", "H", "H", "H"],
  "coordinates": [[-1.37, 0.50, 1.08], [-0.33, -0.05, 0.00], [-0.77, 0.25, -1.46], [-0.03, -1.47, 0.15], [1.74, -1.46, 0.12], [2.03, -0.25, 0.07], [3.51, 0.50, -0.07], [0.94, 0.65, 0.27], [-2.22, -0.22, 1.14], [-1.63, 1.44, 0.81], [-0.96, 0.56, 2.08], [-1.67, -0.37, -1.83], [0.16, -0.01, -2.05], [-1.08, 1.36, -1.55], [-0.30, -1.92, 1.21], [-0.10, -2.07, -0.80], [0.94, 1.52, -0.40], [1.12, 1.04, 1.22]]
}

Stability check: which of them is most stable? (A).

(A)
{
  "formula": "H8O3S2",
  "method": "wB97M-V/def2-TZVPD",
  "gap_ev": 8.9448,
  "e_homo_ev": -9.14,
  "smiles": "SS.O.O.O",
  "species": ["S", "S", "H", "H", "O", "H", "H", "O", "H", "H", "O", "H", "H"],
  "coordinates": [[-4.54, -0.06, -1.90], [-2.98, 0.63, -0.62], [-5.15, 1.11, -2.13], [-2.24, -0.21, -1.38], [4.56, 2.91, -2.37], [3.77, 3.42, -2.60], [4.61, 2.85, -1.42], [2.41, -0.85, 3.67], [1.71, -1.25, 3.15], [2.29, -1.42, 4.44], [-1.23, -2.50, 0.21], [-1.95, -3.05, 0.50], [-1.27, -1.57, 0.45]]
}

(B)
{
  "formula": "H8O3S2",
  "method": "wB97M-V/def2-TZVPD",
  "gap_ev": 8.6608,
  "e_homo_ev": -8.77,
  "smiles": "SS.O.O.O",
  "species": ["S", "S", "H", "H", "O", "H", "H", "O", "H", "H", "O", "H", "H"],
  "coordinates": [[-1.02, -1.20, -0.53], [-2.66, 0.24, -0.43], [-1.88, -2.32, -0.61], [-1.71, 1.18, -0.59], [4.78, 1.82, -0.24], [4.61, 2.59, 0.30], [3.96, 1.33, -0.33], [2.01, 0.33, -2.31], [1.07, 0.21, -2.47], [2.45, -0.05, -3.08], [-0.39, -0.42, 4.20], [-0.92, -1.14, 4.57], [0.43, -0.61, 4.69]]
}

Stability check: which of them is most stable? (B).

(A)
{
  "formula": "H8O3S2",
  "method": "wB97M-V/def2-TZVPD",
  "gap_ev": 9.0174,
  "e_homo_ev": -8.95,
  "smiles": "SS.O.O.O",
  "species": ["S", "S", "H", "H", "O", "H", "H", "O", "H", "H", "O", "H", "H"],
  "coordinates": [[0.40, 1.71, 1.20], [-1.66, 1.31, 1.56], [0.12, 2.96, 0.81], [-1.90, 2.50, 2.12], [2.55, -4.71, -2.53], [1.90, -4.01, -2.50], [3.28, -4.30, -3.00], [-1.05, 0.88, -2.13], [-0.58, 1.26, -1.37], [-0.36, 0.34, -2.54], [0.54, -1.56, -0.08], [0.45, -2.33, -0.64], [1.43, -1.61, 0.29]]
}

(B)
{
  "formula": "H8O3S2",
  "method": "wB97M-V/def2-TZVPD",
  "gap_ev": 9.1073,
  "e_homo_ev": -9.07,
  "smiles": "SS.O.O.O",
  "species": ["S", "S", "H", "H", "O", "H", "H", "O", "H", "H", "O", "H", "H"],
  "coordinates": [[-5.06, -1.13, -1.10], [-3.60, 0.18, -1.85], [-4.62, -1.29, 0.15], [-3.63, -0.58, -2.94], [4.99, 4.98, -2.40], [4.92, 4.61, -1.52], [4.18, 5.45, -2.59], [2.17, -1.00, 3.70], [2.32, -0.79, 2.78], [2.09, -1.95, 3.80], [-0.92, -2.78, 0.60], [-1.32, -3.65, 0.59], [-1.53, -2.06, 0.77]]
}

Stability check: which of them is most stable? (A).

(A)
{
  "formula": "C7H23BrCuN7O4",
  "method": "wB97M-V/def2-TZVPD",
  "gap_ev": [7.8697, 3.3961],
  "multiplicity": 2,
  "total_charge": 1,
  "e_homo_ev": [-11.70, -11.70],
  "species": ["Cu", "Br", "C", "O", "N", "N", "H", "H", "H", "H", "C", "O", "N", "N", "H", "H", "H", "H", "C", "O", "N", "N", "H", "H", "H", "H", "C", "C", "C", "O", "C", "N", "H", "H", "H", "H", "H", "H", "H", "H", "H", "H", "H"],
  "coordinates": [[-12.11, -10.01, 16.92], [-11.69, -12.23, 18.44], [-8.61, -12.96, 21.54], [-7.65, -13.55, 22.00], [-8.72, -12.59, 20.22], [-9.69, -12.59, 22.31], [-7.95, -12.75, 19.60], [-9.55, -12.10, 19.92], [-9.75, -12.89, 23.26], [-10.54, -12.28, 21.87], [-15.24, -11.14, 16.50], [-14.09, -10.74, 16.27], [-15.52, -11.83, 17.64], [-16.26, -10.90, 15.65], [-14.71, -11.99, 18.22], [-16.44, -11.86, 18.03], [-17.13, -11.39, 15.62], [-16.11, -10.25, 14.89], [-11.62, -16.37, 17.94], [-11.25, -17.59, 17.86], [-10.74, -15.49, 18.45], [-12.76, -15.91, 17.43], [-11.04, -14.52, 18.32], [-10.07, -15.82, 19.13], [-13.09, -14.98, 17.67], [-13.48, -16.53, 17.09], [-15.40, -12.74, 22.98], [-14.31, -13.09, 21.99], [-14.86, -13.56, 20.66], [-15.74, -14.63, 20.71], [-15.16, -15.83, 21.12], [-13.50, -11.89, 21.71], [-16.31, -12.43, 22.44], [-15.17, -11.96, 23.70], [-15.76, -13.65, 23.47], [-13.67, -13.89, 22.38], [-14.02, -13.75, 19.95], [-15.36, -12.72, 20.16], [-14.76, -15.77, 22.14], [-14.34, -16.12, 20.45], [-15.88, -16.65, 21.12], [-13.10, -11.93, 20.78], [-12.74, -11.77, 22.37]]
}

(B)
{
  "formula": "C7H23BrCuN7O4",
  "method": "wB97M-V/def2-TZVPD",
  "gap_ev": [8.6016, 4.2371],
  "multiplicity": 2,
  "total_charge": 1,
  "e_homo_ev": [-11.87, -11.87],
  "species": ["Cu", "Br", "C", "O", "N", "N", "H", "H", "H", "H", "C", "O", "N", "N", "H", "H", "H", "H", "C", "O", "N", "N", "H", "H", "H", "H", "C", "C", "C", "O", "C", "N", "H", "H", "H", "H", "H", "H", "H", "H", "H", "H", "H"],
  "coordinates": [[4.91, -0.29, -0.75], [2.36, -0.30, -0.94], [1.11, 3.93, -0.37], [1.37, 5.17, -0.49], [-0.17, 3.53, -0.54], [2.01, 2.98, -0.09], [-0.42, 2.58, -0.12], [-0.87, 4.20, -0.84], [2.96, 3.25, 0.07], [1.69, 2.05, 0.12], [-0.07, -2.79, 1.62], [0.03, -1.76, 2.25], [0.08, -2.86, 0.27], [-0.50, -3.97, 2.22], [-0.25, -3.64, -0.26], [0.35, -2.03, -0.22], [-0.63, -3.91, 3.21], [-0.14, -4.85, 1.90], [4.85, -1.86, -3.66], [5.22, -1.21, -2.67], [3.58, -1.72, -4.15], [5.63, -2.80, -4.24], [2.99, -1.13, -3.58], [3.32, -2.06, -5.05], [5.33, -3.33, -5.04], [6.56, -2.95, -3.88], [-2.76, -0.64, 0.54], [-2.42, 0.84, 0.65], [-2.84, 1.44, 1.97], [-4.25, 1.24, 2.07], [-4.92, 2.09, 3.00], [-0.98, 1.04, 0.45], [-3.83, -0.81, 0.72], [-2.27, -1.24, 1.31], [-2.54, -1.00, -0.47], [-2.97, 1.36, -0.14], [-2.68, 2.52, 2.03], [-2.34, 0.92, 2.80], [-5.90, 2.27, 2.55], [-4.46, 3.08, 3.06], [-5.01, 1.57, 3.95], [-0.67, 0.58, -0.41], [-0.46, 0.49, 1.14]]
}

Stability check: which of them is most stable? (B).

(A)
{
  "formula": "C2H8NO2",
  "method": "wB97M-V/def2-TZVPD",
  "gap_ev": 7.8931,
  "total_charge": -1,
  "e_homo_ev": -3.45,
  "species": ["C", "O", "H", "H", "H", "N", "C", "O", "H", "H", "H", "H", "H"],
  "coordinates": [[2.29, -0.59, -0.15], [1.71, 0.30, -1.05], [3.31, -0.82, -0.47], [2.31, -0.18, 0.88], [1.75, -1.54, -0.07], [-2.51, 0.25, 0.76], [-1.44, 0.23, -0.27], [-0.40, 1.06, 0.02], [-2.12, -0.19, 1.59], [-2.61, 1.23, 1.00], [-1.12, -0.83, -0.37], [-1.93, 0.49, -1.23], [0.77, 0.59, -0.63]]
}

(B)
{
  "formula": "C2H8NO2",
  "method": "wB97M-V/def2-TZVPD",
  "gap_ev": 7.3912,
  "total_charge": -1,
  "e_homo_ev": -3.43,
  "species": ["C", "O", "C", "N", "H", "H", "H", "H", "H", "H", "H", "H", "O"],
  "coordinates": [[-0.06, -0.37, 0.11], [0.87, 0.12, 1.08], [-1.45, 0.18, 0.38], [-2.40, -0.45, -0.97], [0.19, 0.07, -0.89], [-0.05, -1.44, 0.04], [-1.55, 0.35, 1.46], [-1.30, 1.18, -0.04], [-3.28, 0.06, -0.97], [-2.24, -0.76, 0.23], [3.56, 0.09, -0.70], [1.79, 0.11, 0.55], [2.72, 0.46, -0.56]]
}

(C)
{
  "formula": "C2H8NO2",
  "method": "wB97M-V/def2-TZVPD",
  "gap_ev": 7.7317,
  "total_charge": -1,
  "e_homo_ev": -3.35,
  "species": ["C", "O", "H", "H", "H", "N", "C", "O", "H", "H", "H", "H", "H"],
  "coordinates": [[-2.59, -0.30, 0.77], [-1.30, -0.75, 0.50], [-2.89, -0.95, 1.57], [-2.78, 0.68, 1.23], [-3.15, -0.29, -0.20], [2.83, 0.25, -0.19], [1.54, 0.13, -0.93], [0.34, 0.79, -0.54], [2.78, 1.21, 0.12], [2.71, -0.30, 0.60], [1.82, 0.54, -2.01], [1.35, -0.99, -1.00], [-0.65, -0.02, 0.09]]
}

Stability check: which of them is most stable? (A).

(A)
{
  "formula": "C2NO4",
  "method": "wB97M-V/def2-TZVPD",
  "gap_ev": 7.0692,
  "total_charge": -1,
  "e_homo_ev": -3.25,
  "species": ["C", "C", "N", "O", "O", "O", "O"],
  "coordinates": [[1.69, 0.18, -0.04], [-1.05, -0.19, 0.08], [-1.34, 0.91, -0.45], [-2.36, -0.24, -0.33], [2.01, -0.64, -0.77], [-0.25, -0.92, 0.63], [1.63, 1.08, 0.68]]
}

(B)
{
  "formula": "C2NO4",
  "method": "wB97M-V/def2-TZVPD",
  "gap_ev": 9.1905,
  "total_charge": -1,
  "e_homo_ev": -4.97,
  "smiles": "O=c1nc([O-])oo1",
  "species": ["O", "C", "N", "C", "O", "O", "O"],
  "coordinates": [[-0.12, 1.17, 2.04], [-0.15, 0.59, 0.99], [1.05, -0.02, 0.20], [0.51, -0.56, -0.85], [0.95, -1.17, -1.80], [-0.96, -0.36, -0.86], [-1.27, 0.35, 0.29]]
}

Stability check: which of them is most stable? (B).